A 2-piece molecular cluster, C14H33N3P overall in a non-equilibrium geometry, computed with wB97M-V/def2-TZVPD.

Each line ends with the natural charge from an NBO analysis.
Element x y z (Å)
1 C -0.7072 3.4076 -1.6833  -0.63
2 H -0.4907 4.1776 -2.4542  0.24
3 H -1.9975 -2.5198 -2.2677  0.25
4 C 0.4273 -1.5494 -3.0349  -0.61
5 H 2.1585 2.5063 0.9735  0.24
6 C 1.7233 -0.7377 -0.1039  -0.23
7 C 0.6119 2.8290 -1.2218  0.17
8 C 1.5054 1.6222 0.8222  -0.24
9 H 1.0816 4.4424 0.1661  0.23
10 H 2.9803 0.9434 -0.5263  0.21
11 C 2.4297 0.5325 0.2834  -0.43
12 H 1.5277 -1.5403 -2.9934  0.22
13 H -3.5516 -1.5642 4.5460  0.21
14 H -2.0909 -1.7517 -0.6680  0.22
15 N 0.4452 -0.5388 -0.8136  -0.72
16 C -2.0188 -2.9844 3.2700  -0.40
17 H 2.3462 1.8114 -2.0832  0.21
18 H 1.6315 4.7325 -1.5116  0.24
19 H -0.1097 -3.8148 -1.6315  0.24
20 H 1.1092 1.3853 1.7829  0.20
21 H -1.2588 -3.5634 3.8316  0.19
22 H -0.1406 -1.5260 2.3110  0.21
23 H 0.7661 1.3369 -2.8007  0.21
24 C -1.6504 -1.6719 -1.6620  -0.64
25 H -2.2415 -0.5940 5.2066  0.19
26 H -3.0945 0.0290 3.7666  0.20
27 C -0.1229 -1.6636 -1.6111  0.13
28 H 1.4610 -3.0888 -1.1717  0.22
29 H 1.4814 2.9003 -3.1824  0.24
30 C -1.0126 -0.7718 2.3934  -0.36
31 C -2.7248 -0.8691 4.2518  -0.41
32 H 1.4858 -1.3511 0.7518  0.20
33 H -1.1921 -0.2385 1.4056  0.09
34 H 0.0879 -3.0942 0.0229  0.21
35 H 0.0416 -0.6485 -3.5149  0.22
36 C 1.3519 2.1703 -2.3684  -0.64
37 C 0.3812 -2.9937 -1.0437  -0.63
38 H -1.2322 3.8705 -0.8384  0.23
39 H -2.9789 -3.2561 3.7538  0.21
40 H 2.5501 3.6209 -0.4771  0.21
41 C 1.5184 3.9606 -0.7184  -0.63
42 H -2.0318 -0.7566 -2.1504  0.23
43 H 3.1813 0.2427 1.0748  0.24
44 H -1.9890 -3.3003 2.2213  0.19
45 H -1.3307 2.6412 -2.1327  0.21
46 H 2.4393 -1.2830 -0.7420  0.23
47 H -0.6719 0.0238 3.1204  0.21
48 H 0.0923 -2.4318 -3.6200  0.23
49 N 0.3594 1.8678 -0.0498  -0.88
50 P -0.6437 0.5996 -0.1686  1.49
51 N -1.8929 -1.5506 3.2901  -0.42

Cartesian forces (eV/Å) of the 3 atoms listed first:
0.11 0.56 -0.15
-0.31 -0.47 0.46
0.22 0.20 0.22

The calculation puts the LUMO energy at -5.06 eV. As for the charge: +1. The calculation puts the gap between HOMO and LUMO at 5.91 eV.